8
Properties=species:S:1:pos:R:3:forces:R:3 method="wB97M-V/def2-TZVPD" relative_energy_kj_mol=60.18 homo_lumo_gap_ev=10.64 homo_energy_ev=-11.80 energy_ev=-22907.1443 max_force_ev_per_a=4.7 molar_mass_da=129.1
C 2.393 -0.177 0.029 3.8 0.6 2.6
N -0.785 0.746 -0.428 -0.5 -1.2 -2.3
O 1.553 -0.831 -0.366 -3.5 -2.7 -1.6
O 1.571 1.669 -0.156 -1.5 1.7 -0.2
F 3.513 0.063 -0.603 0.4 0.7 -0.3
F 2.626 0.065 1.337 -0.2 0.0 -0.5
S 0.113 1.796 0.092 1.9 0.0 0.4
H -0.469 0.059 -1.189 -0.3 1.0 1.8

---

60
Properties=species:S:1:pos:R:3:forces:R:3 method="wB97M-V/def2-TZVPD" relative_energy_kj_mol=0.00 s_squared=3.97 homo_lumo_gap_ev="4.60 / 7.03" multiplicity=4 homo_energy_ev="-4.85 / -6.96" energy_ev=-92060.7989 max_force_ev_per_a=4.2 molar_mass_da=499.4
P -3.886 3.301 -2.146 0.3 -0.5 0.4
P -3.612 0.253 -4.335 0.8 -0.5 0.4
C -4.644 3.000 -3.845 -0.8 0.5 -0.1
C -4.983 1.551 -4.306 0.3 -0.4 -0.2
H -4.017 3.513 -4.591 -0.1 -0.2 0.2
H -5.586 3.563 -3.750 -0.1 -0.1 -0.6
H -5.818 1.119 -3.744 0.2 0.1 0.1
H -5.286 1.548 -5.363 -0.2 0.3 0.1
C -2.563 0.818 -5.700 0.0 -0.1 -0.3
H -1.662 0.202 -5.720 0.0 0.2 0.1
H -2.288 1.872 -5.618 0.0 -0.2 0.1
H -3.087 0.678 -6.646 -0.1 0.0 -0.1
C -4.313 -1.321 -4.895 -0.8 0.1 -0.5
H -4.656 -1.262 -5.934 -0.1 -0.1 0.1
H -5.159 -1.585 -4.239 0.3 0.0 -0.3
H -3.539 -2.097 -4.821 -0.3 0.3 0.0
C -3.926 5.096 -1.900 -0.2 0.3 -0.5
H -3.526 5.331 -0.906 -0.1 -0.1 -0.3
H -4.959 5.444 -1.971 0.1 0.3 0.0
H -3.307 5.587 -2.665 -0.2 0.0 0.3
C -5.283 2.785 -1.076 -0.1 0.4 -0.2
H -5.656 1.786 -1.314 0.1 0.2 0.1
H -6.099 3.502 -1.217 0.0 -0.1 0.1
H -4.929 2.829 -0.038 -0.3 -0.1 -0.2
Co -0.855 0.519 -0.574 0.1 -1.2 -1.7
C -2.128 -0.774 -3.067 1.4 2.0 3.3
C -1.115 0.333 -2.873 1.2 -1.5 0.0
C -1.395 1.795 -2.971 -0.2 1.0 -0.3
C -1.044 2.692 -1.736 -1.2 0.5 -0.4
C -2.311 2.671 -0.777 0.8 -0.8 -0.4
C -2.821 1.314 -0.451 1.5 0.5 1.7
C -3.546 0.333 -1.316 -0.1 0.0 -0.2
C -2.767 -0.989 -1.571 -1.7 -0.7 -1.0
C -0.417 0.742 1.247 -0.1 0.2 1.5
H -1.768 -1.731 -3.489 -0.1 0.6 -0.2
H -0.090 0.190 -3.272 -0.8 -0.6 -0.1
H -2.493 1.973 -3.154 1.0 -0.2 0.1
H -0.898 2.297 -3.830 0.1 -0.6 0.2
H -0.046 2.354 -1.226 -1.5 0.8 -0.7
H -0.913 3.730 -2.186 0.2 -1.0 1.0
H -2.170 3.352 0.087 -0.2 -0.5 -0.3
H -3.166 1.178 0.570 0.0 0.5 0.2
H -3.717 0.794 -2.309 0.0 -0.2 0.6
H -4.574 0.074 -0.968 0.8 0.2 0.3
H -1.932 -1.230 -0.737 -2.1 0.2 -2.2
H -3.642 -1.774 -1.497 2.1 0.7 -0.3
H -0.525 -0.306 1.642 0.3 1.1 0.2
H -1.052 1.482 1.793 0.7 -0.6 -0.1
H 0.662 1.058 1.188 -0.9 -0.3 0.4
F 2.134 0.667 -1.600 -0.3 -0.2 0.2
C 1.895 -0.587 -1.095 -0.2 0.2 0.0
C 0.617 -0.946 -0.692 0.3 -0.2 -0.4
C 0.459 -2.256 -0.254 -0.1 0.4 -0.1
F -0.774 -2.734 0.099 0.1 0.3 0.1
C 1.486 -3.169 -0.128 0.4 0.6 -0.3
F 1.257 -4.420 0.361 0.6 1.0 -0.5
C 2.750 -2.696 -0.519 0.6 -0.5 0.2
F 3.794 -3.518 -0.357 0.3 -0.3 -0.1
C 3.004 -1.409 -1.020 -0.5 -0.4 0.2
F 4.242 -0.971 -1.391 -1.0 -0.8 0.4